Computed, not measured: a cluster of 10 separate species, C22H68N16O10 in total in a non-equilibrium geometry, with ωB97M-V with the def2-TZVPD basis set.

```
116
Properties=species:S:1:pos:R:3:forces:R:3:lowdin_spin:R:1
C -2.76500 -1.66722 1.44064 -1.583 -2.331 0.576 0.00
O -3.96618 -1.88588 1.40567 0.411 0.540 -0.401 0.00
N -2.05017 -0.98517 2.28287 0.561 3.156 2.361 0.00
N -1.80665 -2.39166 0.77786 -0.450 -1.936 -2.151 0.00
H -1.07171 -1.04992 2.04098 -0.043 0.975 1.490 0.00
H -2.44273 -0.32409 2.93783 0.245 -0.102 -0.204 0.00
H -2.28040 -2.93184 0.06802 0.698 -0.023 -0.401 0.00
H -1.01059 -1.82310 0.52661 0.006 -0.521 -0.691 0.00
C 1.74641 -0.27213 2.54993 2.429 -1.401 -0.314 0.00
O 0.66043 -0.45556 2.09131 -3.465 0.051 -1.613 0.00
N 2.83721 -0.82494 2.04484 2.089 -1.313 -1.537 0.00
N 2.04015 0.40260 3.60653 -0.247 2.726 3.518 0.00
H 3.70139 -0.78226 2.56588 -0.160 -0.173 -0.382 0.00
H 2.76055 -1.50556 1.30256 -0.004 0.288 -0.142 0.00
H 2.99707 0.48737 3.91833 -0.507 0.119 0.138 0.00
H 1.28581 0.80169 4.14672 0.124 0.134 0.251 0.00
C -3.38139 4.50616 -0.69970 -1.164 -0.003 -0.920 0.00
O -2.37989 4.47129 -0.04759 1.548 0.218 1.773 0.00
N -3.49697 3.88179 -1.86662 -0.293 -1.554 -3.613 0.00
N -4.55584 5.09768 -0.41557 -0.988 1.518 1.552 0.00
H -4.24084 4.14590 -2.49670 0.033 -0.083 0.306 0.00
H -2.75680 3.41370 -2.36975 0.315 0.119 0.866 0.00
H -5.36009 5.06825 -1.02582 0.399 -0.087 0.184 0.00
H -4.60335 5.75528 0.34955 0.059 -0.260 -0.088 0.00
C -4.05909 -1.23066 -2.08072 -0.350 -2.817 -2.667 0.00
O -4.96257 -0.54929 -1.88592 -7.310 4.398 0.213 0.00
N -2.98446 -1.06692 -1.50793 7.999 1.219 4.329 0.00
N -3.94748 -2.21852 -2.97578 -0.919 -2.099 -2.686 0.00
H -2.19951 -1.62796 -1.80656 0.291 0.828 0.444 0.00
H -2.89736 -0.26302 -0.90273 0.201 -0.409 0.025 0.00
H -3.22109 -2.90377 -2.82445 -0.555 -0.039 -0.548 0.00
H -4.69526 -2.31659 -3.64757 0.192 -0.632 0.343 0.00
C -0.51898 1.17105 -1.14836 -0.430 -0.326 1.907 0.00
O -1.12125 1.23107 -2.19382 -1.183 0.548 -3.398 0.00
N -0.70213 2.05666 -0.18521 -0.154 1.661 1.806 0.00
N 0.24038 0.13523 -0.82125 1.466 -1.894 -0.151 0.00
H -0.43311 1.86775 0.76979 0.204 -0.286 -0.253 0.00
H -1.44661 2.73729 -0.23621 0.108 0.419 -0.387 0.00
H 0.05737 -0.71904 -1.32804 0.252 0.155 -0.336 0.00
H 0.71015 0.03315 0.06700 -0.281 0.139 0.162 0.00
C 0.16757 -2.73564 -3.33908 3.056 1.106 -1.463 0.00
O -0.58156 -2.04536 -2.70614 -1.730 0.703 1.492 0.00
N -0.09662 -3.87153 -3.94106 -2.616 -2.699 -0.254 0.00
N 1.44628 -2.38420 -3.62637 0.691 -0.119 -0.076 0.00
H 0.50491 -4.39966 -4.55696 -0.158 0.264 0.321 0.00
H -0.97327 -4.28279 -3.65392 0.168 -0.331 -0.384 0.00
H 1.86267 -1.48169 -3.44694 -0.033 -0.069 -0.093 0.00
H 1.90789 -3.12709 -4.13149 0.816 0.929 0.098 0.00
C 2.26358 2.88175 8.46311 0.460 0.474 -0.406 0.00
C 1.36767 2.04833 7.56078 -1.904 -0.373 2.609 0.00
C 1.28540 2.44140 6.10579 0.136 1.522 0.603 0.00
O 0.04133 2.07270 5.46868 1.924 -1.182 -0.289 0.00
C -0.39123 2.94722 4.43713 0.565 0.379 -0.040 0.00
N 1.47215 0.63976 8.01798 1.163 -0.175 -2.080 0.00
H 3.33360 2.72044 8.33220 0.021 -0.228 -0.035 0.00
H 1.99195 2.65585 9.49427 0.185 -0.078 -0.005 0.00
H 2.08085 3.94777 8.32786 -0.063 0.079 -0.071 0.00
H 0.39055 2.32040 7.95995 -0.538 0.591 -0.450 0.00
H 2.25673 2.37225 5.61606 -0.063 -1.497 -1.048 0.00
H 1.33034 3.52982 6.14306 -0.629 0.450 0.344 0.00
H 0.39113 3.45447 3.87258 0.746 0.482 0.785 0.00
H -1.02831 3.66113 4.95921 -0.389 0.165 -0.851 0.00
H -0.77776 2.42611 3.56126 -1.109 -0.538 0.675 0.00
H 0.97400 0.05816 7.35944 -0.191 -0.327 0.368 0.00
H 1.17288 0.47674 8.96876 -0.215 0.277 -0.197 0.00
C 0.76376 -4.55863 0.14680 -1.348 -1.395 -1.273 0.00
C 1.61188 -3.45353 0.59365 0.193 -0.774 0.941 0.00
C 2.76241 -4.21055 1.44297 -1.141 1.369 -0.356 0.00
O 2.31085 -4.74581 2.71745 1.098 0.528 -2.323 0.00
C 1.31997 -3.98075 3.33013 -0.087 0.499 1.215 0.00
N 2.12147 -2.64784 -0.49707 1.675 0.179 -0.126 0.00
H 0.01202 -4.25856 -0.58325 -0.351 0.293 0.095 0.00
H 0.25208 -5.07300 0.96024 0.100 -0.049 -0.049 0.00
H 1.38015 -5.26709 -0.40660 0.046 -0.340 0.106 0.00
H 0.99609 -2.74649 1.14954 0.282 -0.277 0.749 0.00
H 3.58454 -3.49487 1.44232 0.374 0.226 1.185 0.00
H 3.17906 -5.02921 0.85620 -0.462 -0.261 0.005 0.00
H 1.53663 -2.91253 3.32065 0.115 0.142 -0.091 0.00
H 1.35407 -4.28101 4.37740 -0.347 -0.067 -0.009 0.00
H 0.31817 -4.11791 2.92308 -0.049 -0.182 -0.061 0.00
H 2.94597 -3.08362 -0.88489 0.353 -0.094 -0.126 0.00
H 1.51801 -2.54377 -1.30025 -0.494 -0.147 0.358 0.00
C 4.92426 -0.42380 -0.42287 1.012 1.996 -0.709 0.00
C 4.10824 0.29800 -1.50510 -1.087 -2.918 -0.012 0.00
C 4.46145 1.74403 -1.89874 0.226 -0.200 -0.615 0.00
O 4.63427 2.67607 -0.85803 -0.708 0.104 -0.467 0.00
C 3.42765 3.47646 -0.63499 2.308 -1.345 2.124 0.00
N 4.11061 -0.61679 -2.75303 0.272 1.880 -0.115 0.00
H 5.03493 0.33625 0.35054 0.104 -0.453 0.635 0.00
H 5.91174 -0.53650 -0.87041 0.336 -0.311 0.272 0.00
H 4.56949 -1.39276 -0.07162 -0.308 0.354 -0.188 0.00
H 3.09283 0.32794 -1.10996 -0.332 -0.055 -0.292 0.00
H 3.62634 2.09585 -2.50446 0.047 -0.176 -0.463 0.00
H 5.36853 1.78771 -2.50157 0.113 -0.239 -0.139 0.00
H 3.19638 4.22346 -1.39433 -0.168 -0.487 -0.181 0.00
H 3.79142 3.93517 0.28444 -0.659 0.835 -0.046 0.00
H 2.70810 2.73951 -0.27825 -0.925 0.502 -0.687 0.00
H 3.76337 -1.56517 -2.74340 -0.433 0.133 1.192 0.00
H 5.08464 -0.76683 -2.97405 0.285 0.267 -0.292 0.00
C -2.00456 -0.21772 -5.51184 -0.414 -2.092 -0.710 0.15
C -2.63936 1.17231 -5.60309 -1.101 0.874 -0.282 0.10
C -3.96084 1.37269 -4.78935 0.180 -0.594 -1.466 0.00
O -5.12912 0.81555 -5.44110 2.682 0.968 0.762 0.00
C -6.25833 0.81213 -4.56374 -0.835 -1.307 -1.082 0.00
N -1.53820 1.91291 -5.05756 -0.520 -1.528 0.235 0.65
H -2.86350 -0.79573 -5.17093 -0.128 -0.435 -0.014 0.03
H -1.21294 -0.52596 -4.82888 0.024 0.786 0.477 0.01
H -1.70087 -0.53634 -6.50902 -0.021 0.029 0.035 0.01
H -2.79342 1.38498 -6.66099 0.003 0.086 -0.011 0.02
H -4.07094 2.45699 -4.80615 -0.184 0.176 0.880 0.00
H -3.79190 0.85686 -3.84411 -0.218 0.581 0.552 0.00
H -6.30404 1.46071 -3.68890 0.540 0.386 -0.344 0.00
H -6.36368 -0.21114 -4.20327 -0.174 0.097 0.270 0.00
H -7.03588 1.00209 -5.30363 -0.560 0.192 0.669 0.00
H -1.52969 1.80206 -4.05369 0.070 0.704 1.697 0.02
H -0.65630 1.50908 -5.33910 0.779 0.815 -0.840 0.02
```
Forces are in eV/Å.

## Properties
E_tot (eV): -68224.4717
Kohn-Sham gap (alpha / beta) (eV): 8.14 / 3.49
HOMO (alpha / beta) (eV): -10.4309 / -10.4309
Multiplicity: 2
⟨S²⟩: 0.754
Net charge: +1